Formula: C16H36ClCs2F2LiN3O12S
Source: OMol25
Level of theory: ωB97M-V/def2-TZVPD

Summary:
HOMO-LUMO gap   1.28 eV
E_tot   -76279.8768 eV
E_LUMO   -6.5 eV
Total charge   +1
Energy relative to the best compared isomer or geometry (same formula, charge and spin)   127.90 kcal per mole

Each line ends with the Löwdin charge.
Cartesian coordinates (Å):
C 3.911 -0.125 2.148  -0.17
C 2.413 -0.632 2.124  -0.26
F 2.095 -1.073 3.474  -0.07
C 1.314 0.371 1.566  -0.31
C 1.695 1.806 0.998  -0.14
O 1.713 2.868 1.985  -0.17
O 2.970 3.048 2.499  -0.05
C 0.017 0.390 2.548  -0.03
C -0.731 -0.965 2.144  -0.18
C -2.068 -1.403 2.887  -0.14
C -3.417 -1.209 2.057  -0.20
C -3.723 0.281 1.594  -0.22
C -4.544 1.128 2.698  -0.20
S -4.055 2.936 2.683  0.73
O -4.921 3.758 3.616  -0.36
O -2.659 2.983 3.273  -0.37
O -4.105 3.560 1.123  -0.20
C -0.667 -0.836 0.569  -0.34
O -1.453 -1.087 -0.347  0.06
N 0.713 -0.341 0.371  0.07
H 4.284 -0.168 3.233  0.09
H 4.096 0.937 1.793  0.04
H 4.646 -0.809 1.549  -0.11
H 2.383 -1.573 1.470  0.13
H 2.724 1.818 0.485  0.09
H 0.957 2.136 0.181  0.14
H 2.931 2.818 3.461  0.13
H -0.616 1.194 2.021  0.12
H 0.192 0.616 3.645  0.14
H -0.027 -1.847 2.373  0.16
H -1.977 -2.528 3.095  0.11
H -2.191 -0.924 3.923  0.12
H -4.281 -1.523 2.752  0.12
H -3.514 -1.906 1.144  0.08
H -4.427 0.209 0.688  0.11
H -2.786 0.821 1.244  0.09
H -4.446 0.689 3.749  0.12
H -5.656 1.120 2.429  0.11
H -3.746 2.886 0.503  0.08
H 0.855 0.105 -0.539  0.09
C -2.992 -3.317 6.560  -0.15
O -3.317 -3.104 5.193  -0.14
H -2.008 -2.892 6.756  0.08
H -3.732 -2.825 7.197  0.08
H -2.971 -4.389 6.773  0.08
H -4.189 -3.488 5.044  0.08
C 2.780 -1.175 -4.768  -0.10
C 2.059 0.154 -4.568  -0.23
C 2.899 1.175 -3.794  -0.30
C 3.225 0.625 -2.408  -0.62
N 3.468 0.186 -1.307  0.08
H 2.999 -1.663 -3.813  0.10
H 2.156 -1.858 -5.348  0.01
H 3.722 -1.036 -5.307  0.10
H 1.119 -0.029 -4.039  0.13
H 1.803 0.568 -5.542  0.08
H 2.346 2.112 -3.686  0.12
H 3.835 1.391 -4.330  0.00
O 2.625 1.392 -7.270  -0.05
H 2.184 2.248 -7.307  0.02
H 3.446 1.532 -7.760  0.07
Cl 5.043 -2.740 1.783  -0.29
Li 1.759 -3.283 -5.405  0.86
N -0.619 -3.315 -2.238  -0.62
O -1.763 -3.805 -2.279  -0.69
O -0.133 -2.779 -3.262  -0.15
O 0.031 -3.355 -1.204  0.07
O 0.852 4.497 -6.568  0.27
H 0.281 4.581 -7.375  0.19
H 0.350 4.099 -5.810  0.18
H 1.254 5.369 -6.319  0.19
Cs 5.415 0.845 -2.783  1.56
F -4.495 -2.027 -0.545  -0.75
Cs -3.331 -3.221 -3.478  1.35

Forces on atoms 1 to 2 (eV/Å):
0.8 0.6 0.5
1.6 -0.4 -0.2

***

Formula: C4H6O2
Source: OMol25
Level of theory: ωB97M-V/def2-TZVPD

Summary:
HOMO-LUMO gap   8.63 eV
E_tot   -8335.2439 eV
E_LUMO   -0.3 eV
Energy relative to the best compared isomer or geometry (same formula, charge and spin)   120.31 kcal per mole

Each line ends with the Löwdin charge.
Cartesian coordinates (Å):
O 0.820 -1.114 -1.248  -0.01
C 1.064 -0.154 -0.245  -0.40
C 0.346 1.172 -0.492  0.19
C -1.082 0.721 -0.340  -0.24
O -1.075 -0.448 0.503  -0.13
C 0.241 -0.299 1.023  -0.18
H -0.073 -1.466 -1.103  0.10
H 2.145 -0.097 -0.107  0.14
H 0.317 0.735 1.462  0.14
H -1.765 1.452 0.105  0.13
H -1.420 0.509 -1.364  0.14
H 0.482 -1.012 1.805  0.14

Forces on atoms 1 to 2 (eV/Å):
-0.2 -0.1 0.2
0.2 0.2 0.2